1.
CH2FPS2 as an isolated structure. Source: OMol25; level of theory: ωB97M-V/def2-TZVPD.

Calculated values
F_max	3.85	eV/Å
lowest unoccupied orbital energy	-0.704	eV
orbital gap	8.78	eV
energy relative to the best compared isomer or geometry (same formula, charge and spin)	36.43	kcal/mol

Last column: Löwdin charge in e.
Cartesian coordinates (Å):
C 1.10465 0.32556 -0.86515  -1.002
F 1.49450 0.43424 -2.08867  -0.001
P -1.61645 -0.42577 0.88823  0.407
S 1.86892 0.45097 0.49155  0.758
S -1.18966 0.36544 -1.01231  0.259
H -0.78785 0.34762 1.56109  -0.227
H -0.87411 -1.49806 1.02526  -0.194

Forces on the atoms, in the same order (eV/Å):
-3.5 0.8 -0.1
0.3 -0.2 -0.4
-3.3 1.3 -1.5
0.3 -0.3 0.2
3.1 -0.8 0.6
1.5 1.5 1.4
1.7 -2.3 -0.2



2.
One molecule with the formula C9H15NO3S. Source: OMol25; level of theory: ωB97M-V/def2-TZVPD.

Calculated values
F_max	1.19	eV/Å
lowest unoccupied orbital energy	0.699	eV
orbital gap	10.78	eV
energy relative to the best compared isomer or geometry (same formula, charge and spin)	4.09	kcal/mol
structure (SMILES)	C=CC[C@@H]1NS(=O)(=O)O[C@@H]2CCC[C@H]12

Last column: Löwdin charge in e.
Cartesian coordinates (Å):
C -3.12401 -2.32043 -2.09232  0.013
C -1.91412 -2.52900 -1.60860  -0.191
C -1.47732 -2.15442 -0.22807  -0.155
H -1.20576 -3.06139 0.31979  0.122
H -2.28579 -1.66241 0.31132  0.119
C -0.25352 -1.22610 -0.25049  -0.334
N 0.13655 -0.91836 1.11527  -0.066
S 1.34001 0.23190 1.27152  0.609
O 0.78146 1.39801 1.86747  -0.246
O 2.45995 -0.36976 1.90858  -0.246
O 1.75824 0.50073 -0.23717  -0.175
C 0.73593 0.93423 -1.13255  -0.273
C 0.31469 2.39469 -0.90087  -0.120
H 0.70042 2.70387 0.06881  0.103
H 0.71240 3.05732 -1.66761  0.116
C -1.21464 2.37762 -0.86917  -0.163
H -1.61726 3.19650 -0.27755  0.114
H -1.61633 2.44740 -1.88241  0.114
C -1.53951 1.01191 -0.27152  -0.145
H -2.57199 0.71447 -0.44560  0.116
H -1.33408 1.01825 0.79805  0.106
C -0.54613 0.08607 -0.97772  -0.224
H -0.92680 -0.15878 -1.97453  0.150
H 1.19195 0.79006 -2.11761  0.159
H 0.42152 -1.73933 1.62746  0.116
H 0.57065 -1.73086 -0.78521  0.159
H -1.15672 -3.00526 -2.21826  0.108
H -3.39890 -2.61599 -3.09016  0.053
H -3.89570 -1.85228 -1.50383  0.060

Forces on the atoms, in the same order (eV/Å):
-0.1 0.0 -0.1
0.1 0.0 0.2
0.3 0.2 0.0
0.0 0.0 0.1
0.0 0.0 0.1
-0.3 -0.1 -0.8
0.5 0.4 0.1
0.2 -0.5 0.5
-0.1 0.2 -0.2
0.2 -0.2 -0.1
0.4 -0.4 1.0
-0.7 0.4 -0.8
0.1 0.1 -0.1
0.0 0.1 -0.1
0.1 0.0 0.0
0.1 -0.1 0.1
-0.1 0.1 0.0
-0.1 0.0 0.0
-0.1 0.0 -0.2
-0.1 0.0 0.1
-0.2 0.0 0.0
0.0 -0.1 0.0
0.1 0.1 0.1
0.0 0.0 0.2
0.2 -0.1 0.2
-0.2 0.0 0.1
0.0 -0.1 -0.2
0.0 -0.1 -0.2
-0.1 0.1 0.2



3.
C21H16Br2CuF5NOS4 as an isolated structure. Source: OMol25; level of theory: ωB97M-V/def2-TZVPD.

Calculated values
F_max	0.76	eV/Å
lowest unoccupied orbital energy (spin up / spin down)	-0.123 / -1.155	eV
orbital gap (spin up / spin down)	7.42 / 6.38	eV
multiplicity	2
energy relative to the best compared isomer or geometry (same formula, charge and spin)	0.00	kcal/mol
<S²>	0.75

Last column: Mulliken spin population.
Cartesian coordinates (Å):
Cu -0.01811 -0.24385 0.44100  0.612
C 0.13144 -2.39309 2.96826  0.001
C 1.23917 -1.55168 3.58859  0.001
S 2.05687 -0.49667 2.36447  0.025
C 2.04175 1.11723 3.17963  -0.003
C 0.67966 1.66944 3.58995  0.001
S -0.45344 1.86584 2.18863  0.019
C -1.95624 1.07627 2.80965  -0.003
C -1.84761 -0.38072 3.23822  0.000
S -1.13172 -1.51919 2.00512  0.074
H 0.54882 -3.09377 2.24227  -0.001
H -0.38246 -2.97323 3.73607  0.003
H 0.85867 -0.92275 4.39119  0.000
H 1.98510 -2.22014 4.01896  0.000
H 2.69632 1.06593 4.05053  0.002
H 2.50934 1.77018 2.44008  0.001
H 0.19774 1.04278 4.33888  -0.001
H 0.83012 2.65318 4.03515  0.001
H -2.34986 1.65715 3.64568  0.001
H -2.64946 1.16020 1.97224  0.002
H -1.26360 -0.49719 4.15020  0.001
H -2.85276 -0.75184 3.43389  0.001
Br 3.22108 2.88817 -1.48099  0.001
C 2.87065 1.09762 -1.96828  0.012
C 3.62704 0.50101 -2.98833  0.001
C 3.41264 -0.79789 -3.34544  -0.001
Br 4.44158 -1.54847 -4.75027  0.000
C 2.44473 -1.57616 -2.67406  0.000
C 2.15124 -2.93075 -2.94971  -0.001
C 1.19757 -3.58651 -2.22766  0.002
C 0.53124 -2.90558 -1.19474  -0.005
N 0.78158 -1.65451 -0.90831  0.026
C 1.70501 -0.96266 -1.64131  -0.020
C 1.87328 0.42128 -1.29046  0.016
O 1.13418 0.96930 -0.36155  0.132
H 4.37866 1.08552 -3.49988  0.000
H 2.68775 -3.43724 -3.74013  0.000
H 0.95182 -4.61877 -2.43447  0.000
H -0.23255 -3.39662 -0.60079  -0.002
F -3.95661 3.65439 -4.51210  0.001
C -3.57348 2.79158 -3.56701  0.008
C -2.38904 2.09529 -3.69873  -0.003
F -1.62351 2.29237 -4.77758  0.000
C -2.00702 1.20021 -2.71824  0.014
F -0.84895 0.54823 -2.88803  -0.001
C -2.77777 0.96032 -1.58460  -0.013
S -2.32152 -0.23834 -0.39317  0.093
C -3.95245 1.69666 -1.47502  0.006
F -4.73987 1.55336 -0.39928  0.000
C -4.35690 2.59122 -2.44756  -0.003
F -5.50013 3.27290 -2.31094  0.000

Forces on the atoms, in the same order (eV/Å):
-0.6 0.2 0.4
-0.1 0.1 0.0
0.1 0.0 -0.1
0.0 -0.1 -0.1
0.0 -0.1 0.0
0.0 0.1 -0.1
-0.1 -0.2 -0.1
0.1 0.1 0.0
0.0 0.0 -0.1
-0.1 -0.3 0.2
0.0 0.0 0.0
0.0 -0.1 0.0
0.0 0.0 0.0
-0.1 0.0 0.1
0.0 0.1 0.0
0.0 0.0 0.0
0.1 0.0 0.0
0.0 0.0 0.1
0.0 0.0 0.0
0.0 0.0 0.0
0.0 0.0 0.0
0.0 0.0 0.1
0.0 0.0 -0.1
0.0 0.1 0.0
0.0 0.0 0.0
0.1 0.0 -0.1
0.0 0.0 0.0
-0.1 -0.1 0.1
0.0 0.0 0.0
-0.1 -0.1 0.0
0.0 0.0 0.0
0.4 0.2 -0.1
-0.1 -0.1 0.1
0.0 0.1 0.1
0.4 0.0 -0.6
0.0 0.0 0.0
0.0 0.0 0.0
0.0 0.0 0.0
0.0 0.0 0.0
0.0 0.0 0.0
-0.1 0.1 -0.1
0.2 0.0 -0.1
0.0 0.0 0.1
0.1 0.0 0.0
-0.1 0.0 0.0
0.3 0.0 0.1
-0.1 0.0 0.0
-0.1 0.0 0.1
0.0 0.0 0.0
-0.1 0.1 0.0
0.0 0.0 0.0



4.
C11H18BrN3PtS as an isolated structure. Source: OMol25; level of theory: ωB97M-V/def2-TZVPD.

Calculated values
F_max	3.18	eV/Å
lowest unoccupied orbital energy (spin up / spin down)	-19.077 / -19.067	eV
orbital gap (spin up / spin down)	3.74 / 3.77	eV
energy relative to the best compared isomer or geometry (same formula, charge and spin)	71.57	kcal/mol
total charge	+4

Last column: Löwdin charge in e.
Cartesian coordinates (Å):
Pt -0.12849 -0.00343 0.41537  1.194
C 1.54461 1.36097 -1.59943  -0.130
C 0.17121 1.74847 -2.17653  -0.110
N -0.94669 1.37407 -1.29093  -0.054
C -2.08899 0.71107 -1.91703  -0.196
C -1.77079 -0.65753 -2.51553  -0.318
S -1.05269 -1.79633 -1.28093  1.157
C 0.58991 -2.23373 -1.93813  -0.330
C 1.45211 -1.01993 -2.28433  -0.175
N 1.58051 -0.04293 -1.19413  -0.026
H 1.80991 1.98937 -0.73973  0.146
H 2.30011 1.57317 -2.37493  0.187
H 0.02131 1.29647 -3.15863  0.138
H 0.17911 2.83527 -2.33423  0.178
H -1.27539 2.19557 -0.77483  0.146
H -2.50629 1.33857 -2.73093  0.189
H -2.90689 0.63427 -1.18473  0.160
H -1.13309 -0.62993 -3.39963  0.110
H -2.71889 -1.10523 -2.84793  0.143
H 0.46511 -2.85853 -2.83303  0.148
H 1.05381 -2.86203 -1.17053  0.119
H 1.08391 -0.52043 -3.18303  0.133
H 2.44711 -1.41943 -2.54783  0.187
H 2.42071 -0.24083 -0.63763  0.184
Br -0.24619 2.57257 2.29377  0.991
C -0.13799 0.97607 3.33367  -0.673
C -0.13389 0.97627 4.72737  0.015
C -0.04449 -0.25223 5.36237  0.070
C 0.04181 -1.42463 4.63557  0.063
C 0.02521 -1.32503 3.23537  -0.087
N -0.06469 -0.15773 2.62197  -0.177
H -0.19929 1.90577 5.28767  0.155
H -0.04309 -0.29983 6.46027  0.173
H 0.12171 -2.40403 5.09957  0.157
H 0.08951 -2.23403 2.64147  0.133

Forces on the atoms, in the same order (eV/Å):
0.0 2.2 -2.3
-0.4 1.4 -0.4
1.2 0.1 -0.5
0.8 -1.5 1.5
-1.2 -0.4 -0.4
0.0 0.4 -0.1
0.7 1.0 1.5
0.5 0.4 0.1
-0.5 -1.2 -0.9
-1.4 0.1 1.9
0.0 -0.2 -0.1
0.1 -0.2 0.1
-0.1 0.0 0.1
-0.1 -0.1 0.0
0.0 -0.1 0.2
0.3 0.0 0.2
0.3 0.0 0.0
0.2 0.0 0.1
0.0 -0.2 0.2
-0.3 -0.1 0.0
-0.2 0.0 0.0
0.0 0.0 0.2
0.0 0.3 0.2
-0.1 0.0 0.2
0.2 -1.0 -0.5
0.0 0.5 1.4
-0.1 0.9 -1.6
0.0 -0.5 1.3
0.0 -0.2 -1.4
0.1 -2.1 2.1
-0.2 0.0 -2.8
0.0 -0.1 -0.1
0.0 0.1 -0.4
0.0 0.2 0.0
0.0 0.3 0.0